The following is a quantum chemistry calculation of a cluster of 4 separate species, C35H75NO3P in total, from OMol25.

Last columns: bonded neighbours and bond lengths (Å).
Geometry (Å):
1 C 0.267 -3.928 2.195  C2 1.534, H23 1.092, H24 1.093, H25 1.092
2 C 0.276 -3.353 0.772  C1 1.534, P3 1.848, H26 1.087, H27 1.095
3 P -1.124 -2.206 0.403  C2 1.848, C4 1.850, C6 1.894
4 C -0.859 -1.869 -1.397  P3 1.850, C5 1.543, H28 1.092, H29 1.094
5 C 0.556 -1.744 -1.998  C4 1.543, H30 1.094, H31 1.090, H32 1.088
6 C -0.830 -0.556 1.285  P3 1.894, C7 1.553, C13 1.539, C22 1.545
7 C 0.552 0.080 0.974  C6 1.553, C8 1.531, H33 1.086, H34 1.096
8 C 1.766 -0.531 1.679  C7 1.531, O9 1.445, H35 1.084, H36 1.094
9 O 2.821 -0.701 0.706  C8 1.445, C10 1.351
10 C 3.644 -1.768 0.795  O9 1.351, C11 1.505, O12 1.205
11 C 4.135 -2.129 2.171  C10 1.505, H37 1.088, H38 1.089, H39 1.090
12 O 4.033 -2.308 -0.210  C10 1.205
13 C -0.969 -0.654 2.814  C6 1.539, C14 1.540, H40 1.099, H41 1.092
14 C -2.382 -0.724 3.422  C13 1.540, C15 1.537, C16 1.537, N17 1.497
15 C -3.041 -2.108 3.307  C14 1.537, H42 1.085, H43 1.092, H44 1.091
16 C -2.277 -0.399 4.921  C14 1.537, H45 1.090, H46 1.091, H47 1.088
17 N -3.225 0.341 2.794  C14 1.497, O18 1.283, C19 1.496
18 O -3.069 1.495 3.331  N17 1.283
19 C -3.306 0.393 1.301  N17 1.496, C20 1.537, C21 1.534, C22 1.535
20 C -4.032 1.692 0.913  C19 1.537, H48 1.090, H49 1.091, H50 1.088
21 C -4.149 -0.752 0.726  C19 1.534, H51 1.091, H52 1.093, H53 1.080
22 C -1.866 0.469 0.773  C6 1.545, C19 1.535, H54 1.092, H55 1.096
23 H 0.915 -3.376 2.878  C1 1.092
24 H -0.740 -3.946 2.620  C1 1.093
25 H 0.631 -4.957 2.187  C1 1.092
26 H 1.243 -2.929 0.511  C2 1.087
27 H 0.117 -4.172 0.063  C2 1.095
28 H -1.430 -0.986 -1.690  C4 1.092
29 H -1.351 -2.715 -1.887  C4 1.094
30 H 0.543 -2.040 -3.050  C5 1.094
31 H 0.922 -0.717 -1.981  C5 1.090
32 H 1.305 -2.356 -1.499  C5 1.088
33 H 0.728 0.089 -0.097  C7 1.086
34 H 0.494 1.131 1.282  C7 1.096
35 H 1.532 -1.480 2.147  C8 1.084
36 H 2.130 0.147 2.457  C8 1.094
37 H 4.713 -3.046 2.081  C11 1.088
38 H 4.750 -1.319 2.563  C11 1.089
39 H 3.307 -2.309 2.856  C11 1.090
40 H -0.520 0.265 3.213  C13 1.099
41 H -0.396 -1.483 3.238  C13 1.092
42 H -2.868 -2.588 2.349  C15 1.085
43 H -2.632 -2.766 4.077  C15 1.092
44 H -4.116 -2.031 3.474  C15 1.091
45 H -1.931 -1.282 5.458  C16 1.090
46 H -3.258 -0.123 5.311  C16 1.091
47 H -1.592 0.424 5.114  C16 1.088
48 H -4.908 1.822 1.548  C20 1.090
49 H -4.373 1.598 -0.119  C20 1.091
50 H -3.387 2.563 1.008  C20 1.088
51 H -5.181 -0.636 1.060  C21 1.091
52 H -4.137 -0.667 -0.364  C21 1.093
53 H -3.780 -1.739 0.964  C21 1.080
54 H -1.890 0.489 -0.319  C22 1.092
55 H -1.493 1.450 1.090  C22 1.096
56 C -2.994 -3.547 -7.826  C57 1.526, H62 1.091, H63 1.091, H64 1.092
57 C -1.838 -2.558 -7.711  C56 1.526, C58 1.528, H65 1.093, H66 1.093
58 C -1.335 -2.372 -6.281  C57 1.528, C59 1.529, H67 1.094, H68 1.095
59 C -2.373 -1.819 -5.303  C58 1.529, C60 1.527, H69 1.096, H70 1.094
60 C -2.976 -0.472 -5.696  C59 1.527, C61 1.527, H71 1.093, H72 1.093
61 C -1.942 0.647 -5.790  C60 1.527, H73 1.093, H74 1.091, H75 1.091
62 H -3.873 -3.207 -7.277  C56 1.091
63 H -3.291 -3.682 -8.867  C56 1.091
64 H -2.709 -4.525 -7.431  C56 1.092
65 H -2.140 -1.594 -8.130  C57 1.093
66 H -1.006 -2.907 -8.328  C57 1.093
67 H -0.460 -1.715 -6.295  C58 1.094
68 H -0.979 -3.335 -5.902  C58 1.095
69 H -1.900 -1.718 -4.319  C59 1.096
70 H -3.178 -2.548 -5.173  C59 1.094
71 H -3.730 -0.201 -4.953  C60 1.093
72 H -3.506 -0.562 -6.648  C60 1.093
73 H -1.412 0.767 -4.842  C61 1.093
74 H -2.417 1.600 -6.028  C61 1.091
75 H -1.200 0.450 -6.565  C61 1.091
76 C 2.792 3.162 8.942  C77 1.526, H82 1.091, H83 1.091, H84 1.092
77 C 1.801 3.852 8.009  C76 1.526, C78 1.528, H85 1.094, H86 1.093
78 C 0.567 3.007 7.695  C77 1.528, C79 1.529, H87 1.093, H88 1.094
79 C 0.860 1.685 6.986  C78 1.529, C80 1.528, H89 1.094, H90 1.094
80 C 1.614 1.822 5.665  C79 1.528, C81 1.526, H91 1.095, H92 1.093
81 C 0.859 2.632 4.615  C80 1.526, H93 1.093, H94 1.092, H95 1.090
82 H 3.199 2.253 8.498  C76 1.091
83 H 3.632 3.818 9.173  C76 1.091
84 H 2.312 2.889 9.884  C76 1.092
85 H 2.308 4.133 7.081  C77 1.094
86 H 1.471 4.788 8.467  C77 1.093
87 H -0.126 3.600 7.092  C78 1.093
88 H 0.040 2.790 8.630  C78 1.094
89 H -0.090 1.174 6.801  C79 1.094
90 H 1.427 1.028 7.652  C79 1.094
91 H 1.806 0.818 5.272  C80 1.095
92 H 2.596 2.271 5.837  C80 1.093
93 H -0.119 2.188 4.412  C81 1.093
94 H 1.415 2.664 3.675  C81 1.092
95 H 0.696 3.662 4.932  C81 1.090
96 C 1.536 2.380 -6.540  C97 1.526, H102 1.091, H103 1.091, H104 1.092
97 C 1.937 3.097 -5.254  C96 1.526, C98 1.528, H105 1.094, H106 1.093
98 C 3.416 2.942 -4.901  C97 1.528, C99 1.530, H107 1.093, H108 1.095
99 C 3.866 1.499 -4.664  C98 1.530, C100 1.527, H109 1.094, H110 1.094
100 C 3.082 0.761 -3.580  C99 1.527, C101 1.525, H111 1.093, H112 1.095
101 C 3.205 1.396 -2.199  C100 1.525, H113 1.092, H114 1.088, H115 1.092
102 H 1.679 1.301 -6.461  C96 1.091
103 H 0.484 2.554 -6.773  C96 1.091
104 H 2.129 2.735 -7.385  C96 1.092
105 H 1.317 2.736 -4.429  C97 1.094
106 H 1.715 4.163 -5.355  C97 1.093
107 H 3.632 3.544 -4.014  C98 1.093
108 H 4.021 3.367 -5.707  C98 1.095
109 H 4.927 1.502 -4.398  C99 1.094
110 H 3.792 0.936 -5.598  C99 1.094
111 H 3.445 -0.269 -3.532  C100 1.093
112 H 2.028 0.696 -3.865  C100 1.095
113 H 4.250 1.449 -1.889  C101 1.092
114 H 2.674 0.812 -1.450  C101 1.088
115 H 2.796 2.409 -2.184  C101 1.092

Properties
Maximum force   0.014 Eh/bohr
<S²>   0.754
Gap between HOMO and LUMO (alpha / beta)   8.75 / 8.75 eV
Spin multiplicity   2
Highest occupied orbital energy (alpha / beta)   -0.301 / -0.303 hartree